{"formula": "C16H33CsN3O7S", "method": "the ωB97M-V functional and the def2-TZVPD basis", "charge": 1, "homo_ev": -11.552, "species": ["C", "C", "C", "O", "C", "C", "C", "C", "C", "N", "C", "N", "N", "O", "S", "O", "O", "O", "C", "C", "C", "C", "O", "C", "C", "C", "O", "H", "H", "H", "H", "H", "H", "H", "H", "H", "H", "H", "H", "H", "H", "H", "H", "H", "H", "H", "H", "H", "H", "H", "H", "H", "H", "H", "H", "H", "H", "H", "H", "H", "Cs"], "coordinates": [[-3.7816, 0.7131, -1.0749], [-3.5697, -0.5553, -0.2293], [-2.8900, -0.2899, 1.1039], [-1.5229, 0.1432, 1.0009], [-0.4619, -0.6989, 0.6695], [0.1077, -0.1613, -0.6397], [-0.4287, -0.7972, -1.9291], [0.5550, -0.6184, -3.0908], [1.0847, 0.8010, -3.2305], [0.0202, 1.7460, -3.6085], [-0.3625, 2.6681, -2.5798], [0.5093, 3.2794, -1.8829], [-1.7449, 2.7926, -2.5029], [-0.8654, -2.0653, 0.5380], [-0.7291, -2.9389, 1.8675], [0.0541, -4.0814, 1.5326], [-1.9745, -3.0902, 2.5287], [0.1506, -1.8943, 2.6537], [0.5592, -0.6858, 1.8902], [2.0747, -0.9422, 1.6538], [2.4607, -2.3787, 1.1336], [2.1682, -2.6219, -0.3303], [3.9388, -2.5431, 1.2657], [0.3389, 0.4218, 2.9314], [0.5684, 1.9129, 2.6247], [1.5819, 2.2766, 1.5483], [-0.6996, 2.4909, 2.3538], [-4.8418, 0.9420, -1.1891], [-3.3265, 1.5817, -0.5876], [-3.3588, 0.6182, -2.0781], [-4.5418, -0.9857, 0.0323], [-3.0483, -1.3315, -0.7922], [-2.9960, -1.1314, 1.7834], [-3.3733, 0.5638, 1.5856], [1.1967, -0.1773, -0.6435], [-0.1804, 0.8924, -0.6358], [-1.3543, -0.2862, -2.2072], [-0.6500, -1.8577, -1.8027], [1.4123, -1.2898, -2.9510], [0.0629, -0.9224, -4.0182], [1.5790, 1.1456, -2.3155], [1.8623, 0.8107, -3.9982], [0.3420, 2.2832, -4.4042], [0.0715, 3.8811, -1.1868], [-2.2204, 1.9081, -2.3823], [-2.0358, 3.4376, -1.7796], [2.4798, -0.2217, 0.9540], [2.5872, -0.7315, 2.5798], [2.0362, -3.1779, 1.7323], [1.1379, -2.9332, -0.4865], [2.4605, -1.7812, -0.9608], [2.7936, -3.4636, -0.6375], [4.1414, -3.4447, 1.5452], [-0.6914, 0.3238, 3.2726], [0.9718, 0.1492, 3.7827], [0.9412, 2.3496, 3.5617], [1.2450, 2.0390, 0.5377], [2.5559, 1.8245, 1.7516], [1.7565, 3.3560, 1.5891], [-0.5694, 3.4014, 2.0671], [4.4130, -0.6550, 2.0845]], "mulliken_charge": [-1.36, -0.20, -0.65, 0.11, 1.09, -1.25, -0.55, -1.14, -0.61, -0.34, 0.27, -0.65, -0.42, -0.30, 1.24, -0.62, -0.66, -0.44, 2.49, -4.16, 1.42, -1.22, -0.80, -2.25, 0.28, -1.07, -0.55, 0.39, 0.29, 0.37, 0.65, 0.13, 0.31, 0.44, 0.41, 0.51, 0.07, 0.52, 0.25, 0.58, 0.25, 0.51, 0.33, 0.24, 0.02, 0.31, 0.23, 1.23, 0.51, 0.26, 0.08, 0.64, 0.35, 0.32, 0.77, 0.43, 0.16, 0.02, 0.57, 0.37, 0.82]}

=====

{"formula": "C24H30N2O5", "method": "the ωB97M-V functional and the def2-TZVPD basis", "charge": 0, "homo_ev": -8.167, "smiles": "CCCOc1cccc([C@H]2C(C(=O)c3ccco3)=C(O)C(=O)N2CCN(CC)CC)c1", "species": ["C", "H", "C", "C", "O", "C", "C", "C", "C", "C", "C", "H", "H", "H", "C", "N", "C", "O", "C", "C", "C", "O", "C", "C", "C", "C", "O", "H", "H", "H", "O", "H", "C", "H", "H", "C", "N", "C", "H", "C", "H", "H", "H", "H", "C", "C", "H", "H", "H", "H", "H", "H", "H", "H", "H", "H", "H", "H", "H", "H", "H"], "coordinates": [[-7.2841, -1.7204, 0.4412], [-7.8848, -1.7498, -0.4649], [-5.8053, -1.6010, 0.0989], [-5.5240, -0.3307, -0.7073], [-4.1680, -0.2137, -1.0859], [-3.2417, 0.1985, -0.1833], [-1.9252, 0.2151, -0.6517], [-0.8899, 0.6255, 0.1633], [-1.1536, 1.0251, 1.4697], [-2.4526, 1.0102, 1.9353], [-3.4980, 0.6002, 1.1234], [-4.4999, 0.6070, 1.5220], [-2.6640, 1.3225, 2.9473], [-0.3450, 1.3454, 2.1093], [0.5324, 0.6425, -0.3505], [1.4081, -0.1653, 0.4735], [2.3758, 0.5661, 1.0503], [3.2631, 0.2023, 1.8070], [2.2088, 1.9633, 0.5681], [1.1391, 2.0239, -0.2531], [0.5846, 3.1164, -1.0531], [-0.0353, 2.9051, -2.0833], [0.8042, 4.4734, -0.5571], [0.6386, 5.6749, -1.2108], [0.9582, 6.6768, -0.2768], [1.2810, 6.0183, 0.8767], [1.1896, 4.6994, 0.7175], [1.5767, 6.3792, 1.8427], [0.9486, 7.7359, -0.4330], [0.3355, 5.7964, -2.2301], [3.1085, 2.8700, 0.9441], [3.7489, 2.4037, 1.5147], [1.1797, -1.5665, 0.6984], [0.1187, -1.7064, 0.9275], [1.7745, -1.8550, 1.5681], [1.5591, -2.4573, -0.5168], [2.9068, -2.9636, -0.5596], [3.2101, -3.9414, 0.4748], [3.6823, -3.4714, 1.3519], [4.1191, -5.0451, -0.0615], [3.6719, -5.4914, -0.9454], [4.2524, -5.8144, 0.6949], [5.0970, -4.6561, -0.3301], [2.2733, -4.3973, 0.8042], [3.9569, -1.9632, -0.6836], [3.8164, -1.1048, -1.9352], [4.7419, -0.5597, -2.1041], [3.6222, -1.7362, -2.7987], [3.0148, -0.3764, -1.8419], [4.8987, -2.5120, -0.7531], [4.0187, -1.3225, 0.2097], [0.8911, -3.3226, -0.5209], [1.3725, -1.8983, -1.4352], [0.5387, 0.2984, -1.3916], [-1.7450, -0.0866, -1.6712], [-5.8554, 0.5594, -0.1583], [-6.0697, -0.3693, -1.6546], [-5.4877, -2.4620, -0.4922], [-5.2110, -1.5923, 1.0149], [-7.4690, -2.6302, 1.0064], [-7.6096, -0.8722, 1.0397]], "mulliken_charge": [-1.28, 0.33, -0.13, -0.80, -0.41, 0.38, 0.10, -0.27, -0.60, -1.41, -0.31, 0.41, 0.39, 0.47, 0.06, 0.61, 0.81, -0.74, 1.53, -1.33, 0.24, -0.66, 0.04, -0.47, -0.51, -0.50, -0.21, 0.46, 0.45, 0.55, -0.63, 0.36, -0.75, 0.36, 0.65, -1.50, 0.25, -0.54, 0.30, -1.34, 0.32, 0.43, 0.32, 0.45, -0.19, -1.27, 0.42, 0.34, 0.12, 0.47, 0.23, 0.43, 0.48, 0.51, 0.52, 0.34, 0.41, 0.30, 0.35, 0.36, 0.33]}

=====

{"formula": "C13H18CaCl3O24", "method": "the ωB97M-V functional and the def2-TZVPD basis", "charge": -1, "homo_ev": -5.109, "species": ["Ca", "Cl", "O", "O", "O", "O", "Cl", "O", "O", "O", "O", "Cl", "O", "O", "O", "O", "C", "C", "O", "C", "O", "O", "H", "H", "H", "H", "C", "C", "O", "C", "O", "O", "H", "H", "H", "H", "C", "C", "O", "C", "O", "O", "H", "H", "H", "H", "C", "C", "C", "O", "C", "O", "O", "H", "H", "H", "H", "H", "H"], "coordinates": [[-7.2303, -1.1567, 14.1843], [-7.6144, 0.5732, 20.0112], [-6.8603, -0.5196, 20.4773], [-7.1347, 1.8192, 20.6203], [-7.5143, 0.5575, 18.5712], [-9.0321, 0.4892, 20.2919], [-8.8171, -5.7590, 15.1287], [-9.0465, -5.1341, 13.7614], [-7.6169, -5.0912, 15.6356], [-9.9078, -5.4067, 15.8738], [-8.4870, -7.1986, 15.2472], [-1.6118, 1.1862, 16.1696], [-0.3037, 1.3602, 15.5629], [-2.4809, 0.2473, 15.4798], [-1.5832, 0.8375, 17.5726], [-2.2506, 2.4805, 16.4367], [-1.5803, -4.5132, 7.6918], [-2.6398, -5.5660, 7.4259], [-3.4107, -5.4324, 8.6821], [-3.2715, -4.2001, 9.1550], [-4.0313, -3.6250, 9.9918], [-2.2521, -3.6256, 8.4826], [-1.4253, -3.9338, 6.7817], [-0.6136, -4.7625, 8.1293], [-2.0960, -6.5063, 7.3348], [-3.2209, -5.1434, 6.6063], [-15.2544, 1.5261, 13.8637], [-14.6305, 1.1377, 12.5330], [-13.2505, 1.2279, 12.8123], [-13.0146, 0.9092, 13.9449], [-11.9606, 0.4244, 14.1970], [-14.1083, 1.1008, 14.6821], [-16.0642, 0.8248, 14.0645], [-15.4138, 2.5973, 13.7403], [-14.8388, 1.8985, 11.7808], [-14.9471, 0.1142, 12.3321], [-8.2437, 7.4488, 12.9584], [-9.4898, 6.8345, 13.7586], [-8.9567, 5.5990, 14.2095], [-7.9454, 5.2381, 13.5965], [-7.5986, 4.0368, 13.4836], [-7.2939, 6.3710, 12.9662], [-7.7602, 8.3305, 13.3789], [-8.4855, 7.8252, 11.9644], [-10.3902, 6.5946, 13.1930], [-9.7784, 7.4752, 14.5919], [-9.7793, 4.8544, 7.9469], [-9.3133, 3.4509, 7.2857], [-7.8528, 3.2701, 7.0980], [-7.4301, 2.4405, 8.2063], [-8.5591, 1.8040, 8.6720], [-8.5845, 1.0491, 9.6323], [-9.6460, 2.4630, 8.2031], [-9.2480, 5.6565, 7.4346], [-9.4230, 4.8201, 8.9765], [-10.8575, 5.0042, 7.8911], [-9.8761, 3.2601, 6.3720], [-7.3794, 4.2515, 7.1258], [-7.5337, 2.7768, 6.1799]], "mulliken_charge": [1.90, 1.59, -0.62, -0.64, -0.67, -0.65, 1.56, -0.69, -0.68, -0.54, -0.61, 1.51, -0.60, -0.62, -0.61, -0.63, -0.34, -0.28, -0.31, 0.72, -0.59, -0.32, 0.24, 0.30, 0.30, 0.30, -0.24, -0.41, -0.27, 0.73, -0.59, -0.35, 0.29, 0.28, 0.28, 0.28, -0.23, -0.25, -0.26, 0.67, -0.59, -0.35, 0.27, 0.23, 0.25, 0.25, -1.19, 0.30, -0.37, -0.32, 0.65, -0.55, -0.34, 0.35, 0.31, 0.34, 0.28, 0.27, 0.26]}

=====

{"formula": "C8H19N6P", "method": "the ωB97M-V functional and the def2-TZVPD basis", "charge": 2, "homo_ev": -16.441, "smiles": "[H]/N=C(\\N)NC(N=P(CC)=[N+]1CC1)=[N+](C)C", "species": ["C", "C", "C", "C", "C", "C", "C", "C", "N", "N", "N", "N", "N", "N", "P", "H", "H", "H", "H", "H", "H", "H", "H", "H", "H", "H", "H", "H", "H", "H", "H", "H", "H", "H"], "coordinates": [[1.3634, -0.6180, -0.1609], [1.4167, 1.7859, 0.6269], [-3.3142, 0.9188, -1.4333], [-2.2044, 0.7873, -2.3760], [-2.7573, 0.5104, 2.2697], [1.6330, -2.8810, -1.0199], [3.5385, -1.5368, -0.5346], [-2.3450, -0.8326, 1.6101], [0.0742, -0.9657, 0.0445], [0.1918, 2.0251, 0.8325], [-2.1730, 0.1769, -1.0901], [1.8462, 0.5424, 0.0550], [2.1028, -1.6477, -0.5085], [2.4354, 2.5856, 1.0789], [-1.3783, -0.4231, 0.1055], [-3.6066, 1.8173, -0.9404], [-4.2721, 0.3133, -1.4814], [-2.2654, 0.1228, -3.1351], [-1.7006, 1.7821, -2.6171], [-1.7461, 0.9525, 2.5734], [-3.1673, 1.1979, 1.5114], [-3.4779, 0.3978, 3.0057], [1.2489, -3.5582, -0.1855], [0.8102, -2.6235, -1.7821], [2.4708, -3.2602, -1.6386], [3.8591, -0.6874, 0.0163], [4.2880, -2.4428, -0.2368], [3.8963, -1.3800, -1.6172], [-3.2391, -1.3224, 1.4455], [-1.7758, -1.3435, 2.4761], [-0.0275, 2.7426, 1.4930], [2.8428, 0.6951, -0.3381], [2.1282, 3.6181, 1.4034], [3.3044, 2.5510, 0.5476]], "mulliken_charge": [0.80, 0.40, -0.51, -0.22, -1.06, -0.86, -1.21, -0.26, -0.28, -0.53, 0.13, -0.20, 0.09, -0.48, 0.07, 0.31, 0.28, 0.31, 0.24, 0.29, 0.29, 0.43, 0.24, 0.32, 0.41, 0.44, 0.34, 0.44, 0.43, 0.34, 0.22, 0.23, 0.31, 0.24]}

=====

{"formula": "C38H30BrMgN4O2P", "method": "the ωB97M-V functional and the def2-TZVPD basis", "charge": 0, "homo_ev": -6.545, "species": ["Mg", "C", "C", "N", "C", "C", "C", "C", "C", "C", "C", "N", "C", "C", "C", "C", "C", "C", "C", "C", "N", "C", "H", "H", "H", "H", "H", "H", "H", "H", "H", "H", "H", "H", "C", "C", "C", "C", "C", "Br", "N", "C", "H", "H", "H", "H", "H", "H", "O", "C", "O", "C", "P", "C", "C", "C", "C", "C", "C", "C", "C", "C", "C", "C", "C", "H", "H", "H", "H", "H", "H", "H", "H", "H", "H", "H", "H"], "coordinates": [[0.1329, -0.7896, -1.1375], [1.9115, -3.7337, 1.9698], [0.9912, -3.1528, 1.0805], [1.3323, -2.2709, 0.1662], [2.6413, -1.9326, 0.0517], [3.6329, -2.4107, 0.9441], [3.2185, -3.3418, 1.9208], [4.9577, -1.9404, 0.8236], [5.2561, -1.0205, -0.1467], [4.2983, -0.5912, -1.0784], [2.9983, -1.0830, -1.0499], [1.9795, -0.8086, -1.9128], [2.1410, -0.4534, -3.2129], [3.2980, -0.5196, -3.9869], [3.2987, -0.1370, -5.3341], [2.1623, 0.2901, -5.9711], [0.9447, 0.2957, -5.2619], [-0.2981, 0.5979, -5.8561], [-1.4481, 0.4845, -5.1229], [-1.3588, 0.1015, -3.7773], [-0.2170, -0.1385, -3.1761], [0.9298, -0.0704, -3.8910], [1.5630, -4.4545, 2.6965], [-0.0485, -3.4516, 1.1193], [3.9471, -3.7391, 2.6179], [5.7248, -2.3116, 1.4919], [6.2612, -0.6227, -0.2195], [4.5783, 0.1347, -1.8285], [4.2055, -0.9118, -3.5530], [4.2288, -0.1833, -5.8879], [2.1797, 0.5898, -7.0113], [-0.3262, 0.8897, -6.8993], [-2.4161, 0.6697, -5.5682], [-2.2565, -0.0288, -3.1854], [-4.3426, 2.9378, -0.9755], [-2.8490, 2.7890, -0.9480], [-2.0016, 3.8894, -0.8737], [-0.6321, 3.7052, -0.8027], [-0.1581, 2.4036, -0.8182], [1.6878, 2.0764, -0.6054], [-0.9340, 1.3407, -0.9309], [-2.2511, 1.5382, -0.9889], [-4.6231, 3.9885, -0.9301], [-4.7900, 2.4236, -0.1232], [-4.7622, 2.5083, -1.8866], [-2.4160, 4.8899, -0.8536], [0.0542, 4.5361, -0.7315], [-2.8544, 0.6391, -1.0713], [-2.1049, -3.7613, -0.2334], [-1.8679, -2.5654, -0.2677], [-1.2964, -1.9103, -1.2174], [-2.2926, -1.6880, 0.9447], [-0.9616, -0.4935, 1.3912], [-0.3002, -1.0260, 3.0221], [1.0323, -0.7086, 3.2745], [1.5910, -0.9299, 4.5243], [0.8169, -1.4715, 5.5392], [-0.5112, -1.7955, 5.2948], [-1.0690, -1.5710, 4.0458], [-1.9107, 0.9251, 2.0963], [-3.2651, 0.8761, 2.4168], [-3.8959, 1.9805, 2.9737], [-3.1819, 3.1441, 3.2154], [-1.8267, 3.1964, 2.9200], [-1.1975, 2.0917, 2.3688], [-2.6168, -2.3170, 1.7716], [-3.1408, -1.1024, 0.5850], [1.6400, -0.2882, 2.4789], [2.6302, -0.6782, 4.6964], [1.2467, -1.6341, 6.5194], [-1.1208, -2.2127, 6.0867], [-2.1107, -1.8204, 3.8801], [-3.8388, -0.0244, 2.2382], [-4.9463, 1.9291, 3.2334], [-3.6776, 4.0062, 3.6442], [-1.2620, 4.0975, 3.1248], [-0.1334, 2.1303, 2.1580]], "mulliken_charge": [1.67, -1.03, 0.05, -0.05, 0.33, 1.24, -0.85, -0.98, -0.98, -0.68, -0.21, 0.83, 0.75, -0.81, -0.83, -0.94, 1.11, -0.66, -1.17, -0.05, 0.10, -0.70, 0.49, 0.35, 0.42, 0.40, 0.38, 0.74, 0.71, 0.38, 0.39, 0.43, 0.41, 0.46, -1.45, 0.11, -0.59, -1.05, 0.06, 0.01, 0.35, -0.16, 0.39, 0.30, 0.36, 0.40, 0.49, 0.42, -0.76, -0.35, -0.84, -0.58, 0.32, 0.96, -0.39, -0.61, -0.57, -0.79, -0.61, 0.84, -0.38, -0.73, -0.56, -0.81, -0.36, 0.46, 0.54, 0.34, 0.46, 0.38, 0.43, 0.27, 0.33, 0.45, 0.39, 0.45, 0.39]}